1.
9
Properties=species:S:1:pos:R:3:forces:R:3 method="wB97M-V/def2-TZVPD" multiplicity=1 total_energy_ev=-6254.11071 largest_force_ev_per_a=2.41 homo_ev="-8.261 / -8.274" e_above_lowest_ev=5.269
C -0.850321 1.278298 -0.514133 0.92 -0.68 -1.43
C 0.127865 0.495082 0.159959 -1.52 0.74 0.89
C 1.652241 0.076085 -0.023007 0.15 0.18 -1.67
C 0.610469 -0.845788 -0.431342 2.04 0.17 1.27
O 2.752572 0.508639 -0.049408 -1.02 -0.19 0.59
H -1.407758 2.040346 0.028201 0.43 0.02 0.76
H 0.060976 0.420179 1.213274 -0.08 0.07 1.60
H 0.552741 -1.827275 0.067363 -0.58 0.61 -0.51
H 0.582918 -0.654738 -1.470500 -0.34 -0.90 -1.50



2.
12
Properties=species:S:1:pos:R:3:forces:R:3 method="wB97M-V/def2-TZVPD" multiplicity=1 total_energy_ev=-9239.92511 largest_force_ev_per_a=4.39 homo_ev="-8.802 / -9.993" e_above_lowest_ev=7.392
C 0.730441 1.315736 -1.588871 -2.17 -1.20 0.64
C -0.409171 -1.811692 1.210445 -2.56 1.22 0.20
N 0.015929 1.785606 -0.443610 -0.73 1.22 0.05
N -0.391292 1.029048 0.388057 1.40 -2.46 -1.75
O -0.897484 1.006058 1.426913 -1.49 0.84 2.39
O 0.121083 -1.192637 0.159129 1.31 1.29 -0.73
H 1.501074 1.932921 -1.661902 3.58 2.47 -0.63
H 0.218376 1.285012 -2.492482 -1.74 1.02 -1.51
H 1.000377 0.326468 -1.583013 1.12 -2.50 1.12
H -1.096809 -2.557331 0.738723 0.02 0.08 1.35
H -1.014366 -0.983588 1.827766 0.33 -1.31 -1.19
H 0.221842 -2.135601 2.018846 0.93 -0.67 0.05



3.
51
Properties=species:S:1:pos:R:3:forces:R:3 method="wB97M-V/def2-TZVPD" multiplicity=1 charge=+1 total_energy_ev=-22015.22252 largest_force_ev_per_a=1.27 homo_ev=-9.929
C 1.076734 -1.829808 3.570483 -0.69 0.12 0.45
O 0.160307 -1.158459 2.709063 0.34 -0.69 -0.11
C 0.527147 -1.113931 1.339588 -0.86 0.80 -0.33
C -0.583819 -1.627926 0.444470 0.63 -0.31 -0.38
C -0.727717 -3.145089 0.437165 -0.10 0.07 0.69
C -1.507511 -3.770427 1.621660 -0.20 0.13 -0.95
C -2.458288 -2.873397 2.375093 0.63 -0.26 -0.16
N -3.751821 -2.582816 1.611032 -0.97 -0.59 0.48
C -4.165837 -1.343825 1.900842 -0.26 0.75 -0.65
N -4.927473 -1.023200 3.003761 0.48 0.08 0.89
N -3.851064 -0.359946 1.044012 0.12 -0.03 -0.01
H 1.575552 -1.102025 4.203708 0.39 0.04 -0.09
H 1.771442 -2.475169 3.043766 0.23 0.13 -0.21
H 0.498702 -2.468468 4.236830 -0.11 -0.10 0.09
H 1.436879 -1.654789 1.090456 0.26 -0.06 0.36
H 0.649237 -0.063927 1.070986 0.43 0.15 0.06
H -0.281100 -1.340222 -0.561125 -0.04 0.13 -0.21
H -1.502950 -1.089478 0.638192 -0.25 -0.02 0.09
H -1.126663 -3.486822 -0.510954 -0.26 0.00 -0.09
H 0.279946 -3.545954 0.493343 0.20 -0.16 -0.19
H -0.824366 -4.243890 2.318442 0.07 0.14 0.32
H -2.113676 -4.574117 1.210648 -0.05 -0.30 0.09
H -2.750972 -3.391558 3.283371 -0.32 0.02 0.16
H -2.018931 -1.929882 2.694250 0.24 0.07 -0.21
H -4.476644 -3.217036 1.944027 0.39 -0.36 0.07
H -4.492799 -1.335748 3.872511 -0.25 -0.42 -0.10
H -5.875596 -1.393199 2.956625 -0.15 0.55 -0.09
H -3.223316 0.391462 1.297159 -1.01 0.69 0.31
H -4.190234 -0.420290 0.092683 1.11 -0.54 -0.29
C 0.735517 4.699992 -2.537891 0.03 0.03 0.01
C 1.248457 3.472676 -1.798660 0.02 0.19 -0.03
N 1.442967 2.326165 -2.666215 -0.11 -0.24 0.00
C 1.619451 1.080215 -1.947689 -0.08 -0.14 0.14
C 2.850480 0.929074 -1.046576 0.01 -0.13 0.00
C 2.328862 2.534702 -3.801194 0.06 0.23 -0.25
C 3.755942 3.016763 -3.520001 0.07 -0.08 -0.06
H -0.160991 4.462557 -3.112076 0.03 -0.04 -0.03
H 0.480882 5.482523 -1.822144 0.03 0.00 0.00
H 1.483151 5.110623 -3.216827 -0.02 0.00 -0.01
H 0.503312 3.204154 -1.043041 0.06 -0.16 0.00
H 2.163789 3.743326 -1.250636 -0.03 0.04 0.04
H 1.603732 0.255483 -2.666526 0.05 0.08 -0.09
H 0.726372 0.931485 -1.325840 -0.02 0.12 0.01
H 3.764901 0.800330 -1.622636 0.02 0.07 0.00
H 2.739159 0.036302 -0.425619 0.01 0.00 0.00
H 2.978375 1.778571 -0.375064 -0.01 0.02 -0.02
H 1.854536 3.258069 -4.469350 -0.04 0.03 0.08
H 2.370944 1.612086 -4.384973 -0.05 -0.09 0.14
H 3.780313 3.858885 -2.827111 -0.03 0.00 0.01
H 4.216830 3.351364 -4.450976 -0.02 0.00 0.00
H 4.387850 2.224593 -3.121043 0.00 0.04 0.08